Density functional theory data (ωB97M-V/def2-TZVPD) for a molecular structure, C4H5N3 in a non-equilibrium geometry.

## Properties
HOMO energy (alpha / beta): -9.754 / -9.050 eV
ΔE to the lowest compared entry with this formula, charge and spin: 244.5 kcal per mole
Maximum force: 0.1692 hartree/bohr
2S+1: 1
Energy: -319.32263 a.u.
Kohn-Sham gap (alpha / beta): 8.43 / 8.57 eV

Each line ends with the natural charge from an NBO analysis.
CARTESIAN COORDINATES (ANGSTROEM)
C (-1.0861, 0.2907, 0.7162)  -0.183
N (-0.5220, -0.5924, -0.1901)  -0.570
C (1.2013, -0.3363, 0.2871)  -0.277
C (2.0228, -0.7639, -0.8109)  0.238
N (2.7119, -1.1582, -1.6485)  -0.249
C (1.2952, 1.1022, 0.5885)  0.243
N (0.8448, 2.1244, 0.9128)  -0.235
H (-3.5452, -0.7672, -0.6049)  0.004
H (-1.6905, 1.1086, -0.3005)  0.103
H (-2.0049, 0.4625, 1.2406)  0.250
H (-0.4180, -0.4047, -1.2105)  0.385
H (1.2822, -1.0511, 1.1137)  0.290